[1]
{
  "formula": "C3H11NOS",
  "method": "ωB97M-V with the def2-TZVPD basis set",
  "species": ["N", "C", "C", "C", "S", "H", "H", "H", "H", "H", "H", "H", "H", "H", "O", "H", "H"],
  "coordinates": [[-1.77029, 1.02106, 0.59150], [-0.62309, 1.03422, -0.30509], [0.49457, 0.32794, 0.33399], [1.76839, 0.12327, -0.55767], [3.08217, -0.78393, 0.19403], [-2.37583, 1.87431, 0.47329], [-2.24750, 0.13883, 0.75789], [-0.34097, 2.10363, -0.62276], [-0.60564, 0.42348, -1.25025], [0.26126, -0.72637, 0.61606], [0.81897, 0.74918, 1.30531], [1.66725, -0.47145, -1.48815], [2.18713, 1.15060, -0.64854], [3.49326, 0.07363, 1.21522], [-2.18503, -1.95851, -0.19778], [-1.27640, -2.19204, -0.47675], [-2.34823, -2.88787, 0.05969]],
  "smiles": "NCCCS.O",
  "e_lumo_ev": 0.55,
  "e_tot_ev": -17661.149,
  "homo_lumo_gap_ev": 9.2,
  "de_lowest_kcal_mol": 29.3
}


[2]
{
  "formula": "C10H12N2O2",
  "method": "ωB97M-V with the def2-TZVPD basis set",
  "species": ["C", "C", "C", "C", "O", "C", "O", "C", "C", "C", "N", "C", "C", "N", "H", "H", "H", "H", "H", "H", "H", "H", "H", "H", "H", "H"],
  "coordinates": [[1.81248, 0.45113, 0.67349], [0.48008, -0.36102, 0.86030], [-0.17691, -0.28389, 2.22637], [0.67634, -1.83453, 0.45673], [-0.52366, 0.13582, -0.11881], [-0.28419, 0.55835, -1.32884], [0.69969, 0.37666, -1.99425], [-1.54991, 1.23412, -1.82574], [-1.69048, 1.15355, -3.34714], [-1.90291, 2.38786, -3.76280], [-1.80733, 3.32737, -2.80501], [-1.78122, 2.72028, -1.67806], [-1.66103, 3.35517, -0.48606], [-1.58240, 3.86106, 0.53335], [2.19206, 0.03195, -0.28802], [1.71794, 1.53697, 0.83028], [2.50233, 0.15623, 1.55226], [-0.96754, -1.04623, 2.18848], [-0.54590, 0.75826, 2.23618], [0.60778, -0.71200, 2.90744], [1.02180, -2.54397, 1.28657], [-0.22322, -2.43887, 0.13266], [1.52681, -2.17407, -0.25444], [-2.45923, 0.59737, -1.51543], [-1.68753, 0.27486, -4.00081], [-2.15699, 2.76286, -4.85016]],
  "smiles": "CC(C)(C)OC(=O)[C@@H]1C=CN=C1C#N",
  "e_lumo_ev": -0.58,
  "e_tot_ev": -17637.032,
  "homo_lumo_gap_ev": 9.1,
  "de_lowest_kcal_mol": 59.1
}


[3]
{
  "formula": "C4H7NS",
  "method": "ωB97M-V with the def2-TZVPD basis set",
  "species": ["C", "C", "C", "C", "N", "S", "H", "H", "H", "H", "H", "H", "H"],
  "coordinates": [[-3.01188, -0.09010, -0.85294], [-1.53740, -0.45334, -0.68273], [-0.67141, 0.27982, 0.00659], [0.78748, 0.06768, 0.07800], [1.24171, -0.69031, -1.03487], [1.70644, 0.48880, 1.38729], [-3.63768, -1.00981, -0.78801], [-3.46039, 0.60313, -0.19392], [-3.17648, 0.34040, -1.85539], [-1.15899, -1.37658, -1.03081], [-0.94923, 1.12767, 0.61299], [2.23540, -0.83910, -1.12678], [0.75164, -0.65884, -1.86417]],
  "smiles": "C/C=C/C(N)=S",
  "e_lumo_ev": -0.01,
  "e_tot_ev": -16586.112,
  "homo_lumo_gap_ev": 8.5,
  "de_lowest_kcal_mol": 18.9
}


[4]
{
  "formula": "C20H33N3O3",
  "method": "ωB97M-V with the def2-TZVPD basis set",
  "species": ["C", "C", "C", "C", "N", "C", "C", "O", "C", "O", "C", "C", "C", "C", "N", "C", "O", "N", "C", "C", "C", "C", "C", "C", "C", "C", "H", "H", "H", "H", "H", "H", "H", "H", "H", "H", "H", "H", "H", "H", "H", "H", "H", "H", "H", "H", "H", "H", "H", "H", "H", "H", "H", "H", "H", "H", "H", "H", "H"],
  "coordinates": [[-0.56366, -3.60497, -2.56421], [0.87280, -4.05363, -2.84595], [1.48532, -4.66945, -1.57505], [0.86405, -5.10711, -3.95879], [1.63770, -2.92481, -3.36557], [1.74318, -1.73673, -2.55007], [2.72857, -0.76920, -3.21243], [4.03313, -1.30321, -3.23534], [2.74080, 0.61739, -2.53395], [1.53978, 1.32482, -2.72371], [0.48537, 1.18063, -1.86769], [0.53660, 0.67328, -0.57419], [-0.60465, 0.62249, 0.20751], [-1.82337, 1.09503, -0.27113], [-2.99289, 1.04728, 0.48808], [-3.18432, 1.24532, 1.84356], [-4.26554, 1.01900, 2.34689], [-2.10265, 1.69860, 2.52514], [-2.18619, 2.07187, 3.92122], [-0.96853, 1.54326, 4.68477], [0.31107, 2.27968, 4.29365], [0.15290, 3.78185, 4.50805], [-1.02882, 4.31587, 3.70424], [-2.31372, 3.59034, 4.09578], [-1.87505, 1.58862, -1.57596], [-0.74301, 1.63034, -2.35770], [-1.19118, -4.47080, -2.37048], [-0.61054, -2.95006, -1.69752], [-0.95646, -3.07228, -3.42591], [0.93845, -5.56532, -1.29367], [2.52563, -4.94107, -1.74854], [1.44039, -3.97224, -0.74113], [0.46389, -4.67236, -4.87023], [0.25247, -5.95924, -3.67477], [1.87393, -5.45776, -4.16009], [2.56990, -3.23338, -3.62599], [2.09328, -1.93635, -1.51753], [0.75967, -1.26596, -2.49274], [2.44868, -0.64578, -4.26268], [4.30431, -1.49813, -2.32952], [3.51412, 1.22194, -3.01844], [3.00090, 0.51626, -1.47338], [1.45661, 0.29606, -0.15559], [-0.54859, 0.18163, 1.19114], [-3.85587, 0.91471, -0.01963], [-1.33312, 2.07675, 1.99700], [-3.09600, 1.59009, 4.29518], [-1.14697, 1.67769, 5.75305], [-0.86010, 0.47398, 4.49394], [1.14267, 1.90527, 4.89449], [0.55044, 2.08387, 3.24564], [1.06857, 4.29900, 4.21339], [-0.01584, 3.97820, 5.56924], [-1.14671, 5.38631, 3.88440], [-0.83437, 4.18510, 2.63654], [-2.54052, 3.79928, 5.14281], [-3.15015, 3.94920, 3.49301], [-2.81695, 1.93552, -1.97435], [-0.77941, 2.01334, -3.36482]],
  "smiles": "CC(C)(C)NC[C@H](O)COc1ccc(NC(=O)NC2CCCCC2)cc1",
  "e_lumo_ev": 0.48,
  "e_tot_ev": -31889.529,
  "homo_lumo_gap_ev": 8.6,
  "de_lowest_kcal_mol": 34.9
}


[5]
{
  "formula": "C31H27ClN9O2RbS",
  "method": "ωB97M-V with the def2-TZVPD basis set",
  "species": ["Rb", "C", "O", "C", "C", "C", "C", "C", "C", "N", "N", "C", "C", "O", "C", "C", "C", "C", "C", "C", "C", "C", "H", "H", "H", "H", "H", "H", "H", "H", "H", "H", "H", "H", "H", "C", "C", "N", "N", "C", "S", "N", "N", "H", "H", "H", "H", "H", "H", "N", "C", "C", "C", "C", "C", "N", "C", "H", "H", "H", "H", "Cl", "C", "C", "C", "C", "N", "C", "H", "H", "H", "H"],
  "coordinates": [[0.03593, -0.00283, 0.05857], [-2.11716, -1.96923, -2.16605], [-2.27294, -0.97172, -1.17428], [-3.49843, -0.38244, -1.01143], [-4.56586, -0.67058, -1.85508], [-5.79452, -0.04990, -1.66335], [-5.95557, 0.86295, -0.63899], [-4.88649, 1.15388, 0.19474], [-3.65045, 0.54612, 0.03404], [-2.52457, 0.88210, 0.89525], [-2.95371, 1.37485, 1.97203], [-2.12394, 1.89701, 2.94627], [-0.72843, 2.12966, 2.84521], [0.01928, 1.72525, 1.89574], [-0.10939, 2.89425, 3.91033], [-0.78985, 3.29175, 5.00492], [-2.18036, 2.99731, 5.16150], [-2.86815, 3.38895, 6.32565], [-4.20292, 3.12040, 6.47901], [-4.87733, 2.44530, 5.45002], [-4.22555, 2.05069, 4.31064], [-2.84798, 2.31273, 4.12614], [-2.76388, -2.82735, -1.96378], [-1.07318, -2.27298, -2.11848], [-2.32233, -1.57908, -3.16481], [-4.44781, -1.38970, -2.65194], [-6.61787, -0.28497, -2.32493], [-6.90509, 1.35768, -0.48727], [-4.99748, 1.87772, 0.98900], [0.94653, 3.10167, 3.78301], [-0.28794, 3.84381, 5.79197], [-2.31465, 3.90699, 7.09988], [-4.72851, 3.41766, 7.37649], [-5.93245, 2.22451, 5.55462], [-4.76457, 1.52055, 3.53922], [2.37776, 5.31820, 0.66763], [3.15095, 4.08951, 0.38403], [4.42260, 3.92608, 0.56610], [4.64353, 2.62600, 0.21835], [3.54446, 1.98061, -0.19975], [3.39020, 0.35574, -0.60928], [2.57843, 2.94221, -0.10800], [1.24022, 2.70775, -0.41915], [3.03684, 6.05895, 1.11171], [1.56376, 5.09625, 1.35956], [1.94630, 5.74138, -0.24085], [5.55340, 2.21129, 0.31952], [0.76506, 2.45543, 0.46854], [0.84907, 3.56559, -0.78987], [-1.77501, -6.76171, 0.53676], [-0.89722, -6.03232, 0.40958], [0.19813, -5.11883, 0.24823], [1.50775, -5.58552, 0.16282], [2.51835, -4.65597, 0.00461], [2.18162, -3.31069, -0.06527], [0.93124, -2.85964, 0.01098], [-0.04120, -3.74999, 0.16971], [1.71464, -6.64503, 0.22055], [3.55307, -4.95863, -0.06488], [2.95106, -2.55530, -0.18259], [-1.05553, -3.37241, 0.23862], [2.19579, -1.15803, -5.84719], [0.86506, -0.38978, -5.03984], [-0.32682, -0.16677, -5.70435], [-1.34771, 0.45549, -5.00206], [-1.12830, 0.80682, -3.67820], [0.02050, 0.58559, -3.04569], [1.00817, 0.00357, -3.71634], [-0.44562, -0.47034, -6.73519], [-2.30186, 0.66189, -5.46679], [-1.91311, 1.28243, -3.09943], [1.94026, -0.14529, -3.18200]],
  "e_lumo_ev": -0.20,
  "e_tot_ev": -74103.487,
  "homo_lumo_gap_ev": 6.6,
  "de_lowest_kcal_mol": 0.0
}


[6]
{
  "formula": "C4H4O",
  "method": "ωB97M-V with the def2-TZVPD basis set",
  "species": ["C", "C", "C", "O", "C", "H", "H", "H", "H"],
  "coordinates": [[-0.91946, -0.85020, 0.59484], [0.73441, 0.82621, -0.67938], [-0.47164, 0.40929, 0.62989], [1.84865, 0.28572, -1.04784], [-0.30964, 1.49530, -0.40733], [1.79775, -0.13029, -1.92383], [-1.08210, -1.36730, -0.33947], [-1.19447, -1.38113, 1.49103], [-0.40350, 0.71240, 1.68210]],
  "e_lumo_ev": 0.23,
  "e_tot_ev": -6255.133,
  "homo_lumo_gap_ev": 9.0,
  "de_lowest_kcal_mol": 97.9
}


> Number 5 is which compound?

C31H27ClN9O2RbS